No. 1
The following is a quantum chemistry calculation of C48H46AsCsN6O12P2S as an isolated structure at a distorted geometry, from the OMol25 dataset.

```
117
C48H46AsCsN6O12P2S (ωB97M-V/def2-TZVPD)
Cs -0.589 0.627 -0.820
S -5.388 0.774 2.381
C -5.385 0.627 4.120
C -6.388 1.248 4.829
C -6.541 1.053 6.226
C -5.576 0.298 6.892
C -4.641 -0.441 6.114
C -4.528 -0.292 4.712
As -3.155 -1.076 3.544
C -1.833 -1.253 4.942
C -1.260 -2.474 5.202
C -0.306 -2.657 6.170
C 0.109 -1.523 6.894
C -0.353 -0.265 6.538
C -1.352 -0.113 5.566
C -3.925 -2.921 3.502
C -4.382 -3.409 2.259
C -4.897 -4.689 2.122
C -5.015 -5.466 3.279
C -4.682 -4.972 4.545
C -4.116 -3.697 4.638
H -6.990 1.979 4.325
H -7.442 1.476 6.729
H -5.472 0.245 7.991
H -3.917 -1.105 6.615
H -1.559 -3.349 4.646
H 0.074 -3.681 6.368
H 0.829 -1.558 7.730
H 0.084 0.651 6.973
H -1.690 0.839 5.124
H -4.380 -2.712 1.438
H -5.127 -5.048 1.152
H -5.373 -6.513 3.227
H -4.733 -5.596 5.460
H -3.871 -3.232 5.551
C -3.458 -6.251 -7.825
O -2.196 -5.859 -7.317
C -1.602 -4.677 -7.774
C -0.480 -4.258 -7.006
C -0.108 -2.957 -7.041
C -0.770 -2.100 -7.967
C -1.504 -2.620 -9.038
C -1.956 -3.905 -8.915
N -0.721 -0.750 -7.703
N -0.036 -0.341 -6.667
C -0.245 0.893 -6.274
C -1.451 1.618 -6.617
C -1.898 2.623 -5.833
C -1.350 2.677 -4.454
O -2.111 2.729 -3.498
C 0.096 2.356 -4.330
N 0.751 2.655 -3.160
C 2.043 2.202 -2.997
C 2.598 1.368 -3.927
C 1.875 0.902 -5.018
C 0.628 1.454 -5.302
H -3.980 -6.679 -6.957
H -3.283 -6.927 -8.661
H -4.085 -5.384 -8.168
H -0.093 -5.001 -6.296
H 0.568 -2.484 -6.316
H -1.857 -1.882 -9.788
H -2.551 -4.357 -9.707
H -1.986 1.186 -7.486
H -2.728 3.263 -6.087
H 2.573 2.627 -2.106
H 3.656 1.137 -3.871
H 2.243 0.104 -5.646
C 3.914 -3.309 -0.738
C 2.407 -3.116 -0.519
O 1.714 -4.307 -0.129
P 2.085 -2.046 0.917
O 3.250 -1.059 0.627
O 2.582 -3.028 2.127
O 0.721 -1.572 1.013
P 1.657 -2.450 -2.235
O 2.918 -1.650 -2.997
O 1.474 -3.916 -2.681
O 0.557 -1.376 -2.271
H 4.304 -4.033 0.010
H 4.428 -2.315 -0.704
H 4.023 -3.810 -1.720
H 1.418 -4.762 -0.975
H 3.304 -0.175 1.192
H 2.128 -3.892 1.966
H 2.580 -0.749 -3.052
C 0.300 4.221 0.396
O 0.795 3.095 -0.359
H -0.621 4.624 -0.109
H 1.079 5.026 0.514
H 0.152 3.910 1.424
H 1.136 3.453 -1.245
O -3.840 0.742 2.058
O 4.372 1.634 4.262
C 3.406 2.811 3.785
C 3.337 1.370 3.365
N 3.685 1.068 2.080
C 4.362 1.923 1.348
C 4.534 3.348 1.703
C 3.894 3.777 2.863
C 5.253 4.251 0.780
C 5.675 5.477 1.074
C 4.933 6.599 1.577
C 3.889 7.210 0.870
C 3.611 8.514 1.204
N 4.227 9.149 2.235
C 4.939 8.382 3.031
N 5.374 7.195 2.710
H 2.730 3.163 4.589
H 2.356 1.011 3.773
H 4.735 1.534 0.395
H 3.789 4.821 3.174
H 5.317 3.851 -0.240
H 6.770 5.576 0.979
H 3.421 6.739 0.032
H 2.877 9.122 0.685
H 5.238 8.832 3.986
```

net charge = -2
energy = -174829.372 eV
relative energy (zero: lowest compared OMol25 entry of this formula, charge and spin) = 54.0 kcal per mole
frontier orbital gap = 2.4791 eV

---

No. 2
The following is a quantum chemistry calculation of C48H46CaF2N4OP2Se as an isolated structure, from the OMol25 dataset.

```
105
C48H46CaF2N4OP2Se (ωB97M-V/def2-TZVPD)
Ca 1.135 0.509 -0.487
C -1.427 1.782 1.804
P -0.040 2.781 1.100
C -0.834 4.245 0.357
C -0.088 4.970 -0.573
C -0.620 6.094 -1.186
C -1.918 6.491 -0.896
C -2.675 5.768 0.015
C -2.134 4.656 0.644
C 0.747 3.422 2.619
C 1.441 2.515 3.424
C 2.057 2.945 4.589
C 2.001 4.283 4.956
C 1.322 5.189 4.157
C 0.694 4.761 2.995
C -0.821 0.517 2.338
C -1.035 -0.100 3.554
C -0.132 -1.192 3.607
C 0.567 -1.170 2.417
C 1.661 -2.079 1.939
P 2.996 -1.042 1.220
C 4.225 -2.251 0.611
C 4.800 -2.023 -0.637
C 5.713 -2.923 -1.171
C 6.055 -4.062 -0.460
C 5.494 -4.296 0.790
C 4.589 -3.393 1.324
C 3.835 -0.307 2.666
C 3.599 -0.688 3.984
C 4.298 -0.087 5.022
C 5.236 0.900 4.755
C 5.464 1.298 3.445
C 4.761 0.703 2.410
N 0.163 -0.123 1.632
H -2.148 1.599 1.000
H -1.942 2.324 2.600
H 0.917 4.641 -0.820
H -0.027 6.649 -1.902
H -2.341 7.362 -1.381
H -3.688 6.078 0.243
H -2.729 4.108 1.365
H 1.490 1.468 3.146
H 2.586 2.229 5.204
H 2.489 4.618 5.863
H 1.275 6.234 4.437
H 0.165 5.478 2.379
H -1.736 0.209 4.315
H -0.011 -1.904 4.411
H 1.321 -2.740 1.133
H 2.015 -2.722 2.747
H 4.528 -1.130 -1.191
H 6.157 -2.730 -2.140
H 6.764 -4.768 -0.874
H 5.768 -5.182 1.348
H 4.162 -3.576 2.304
H 2.854 -1.439 4.213
H 4.102 -0.388 6.044
H 5.777 1.368 5.567
H 6.181 2.080 3.230
H 4.928 1.030 1.389
F 5.724 2.105 -3.743
C 4.382 2.156 -3.573
C 3.826 1.735 -2.381
C 2.443 1.771 -2.165
C 1.650 2.278 -3.223
C 2.255 2.665 -4.416
F 1.504 3.083 -5.473
C 3.617 2.618 -4.624
C 0.179 2.398 -3.033
C -0.589 3.394 -3.643
C -1.939 3.487 -3.369
C -2.525 2.579 -2.500
C -1.708 1.621 -1.933
N -0.399 1.531 -2.183
H 4.507 1.374 -1.614
H 4.052 2.922 -5.565
H -0.120 4.106 -4.304
H -2.529 4.273 -3.822
H -3.577 2.619 -2.253
H -2.111 0.878 -1.251
C -2.152 -5.545 -1.216
N -2.001 -4.584 -2.294
C -1.860 -4.912 -3.628
C -1.724 -3.756 -4.306
N -1.782 -2.733 -3.381
C -1.672 -1.315 -3.682
C -1.949 -3.239 -2.137
Se -2.031 -2.288 -0.552
H -1.212 -6.068 -1.040
H -2.928 -6.263 -1.476
H -2.434 -5.003 -0.318
H -1.874 -5.931 -3.970
H -1.595 -3.568 -5.357
H -1.612 -1.198 -4.761
H -0.783 -0.895 -3.215
H -2.545 -0.790 -3.300
C 1.794 -3.949 -1.686
C 1.631 -2.601 -2.357
O 1.012 -1.641 -1.502
H 2.223 -4.663 -2.390
H 0.823 -4.330 -1.357
H 2.454 -3.882 -0.821
H 1.037 -2.704 -3.273
H 2.596 -2.180 -2.636
H 0.175 -2.007 -1.132
```

energy = -166331.299 eV
relative energy (zero: lowest compared OMol25 entry of this formula, charge and spin) = 0.0 kcal per mole
frontier orbital gap = 7.0187 eV

---

Among the records above, which one has the lowest relative energy (zero: lowest compared OMol25 entry of this formula, charge and spin)?
C48H46CaF2N4OP2Se

---

frontier orbital gap of number 1 (C48H46AsCsN6O12P2S)?
2.4791 eV

---

Which of these has the highest frontier orbital gap?
C48H46CaF2N4OP2Se

---

energy of number 2 (C48H46CaF2N4OP2Se)?
-166331.299 eV